{"formula": "C31H25NO6", "method": "wB97M-V/def2-TZVPD", "energy_ha": -1702.31056, "homo_energy_ha": -0.254, "charge": 0, "homo_lumo_gap_ev": 3.8, "elements": ["C", "C", "O", "C", "C", "C", "O", "C", "C", "C", "C", "N", "O", "O", "C", "C", "O", "H", "H", "H", "H", "H", "H", "H", "H", "H", "H", "C", "O", "C", "C", "C", "C", "C", "C", "C", "C", "C", "C", "C", "C", "C", "C", "C", "C", "C", "C", "C", "H", "H", "H", "H", "H", "H", "H", "H", "H", "H", "H", "H", "H", "H", "H"], "xyz": [[1.540, 5.041, 1.924], [1.064, 3.780, 2.590], [0.499, 2.922, 1.585], [0.091, 1.749, 2.156], [-0.584, 0.857, 1.243], [-1.343, -0.251, 1.674], [-2.027, -0.947, 0.896], [-1.419, -0.618, 3.150], [-1.975, 0.271, 4.077], [-2.107, -0.084, 5.414], [-1.671, -1.359, 5.826], [-1.599, -1.655, 7.214], [-1.127, -2.757, 7.572], [-1.999, -0.789, 8.026], [-1.187, -2.293, 4.886], [-1.104, -1.927, 3.547], [0.323, 1.558, 3.354], [2.025, 5.678, 2.669], [2.264, 4.822, 1.133], [0.705, 5.602, 1.493], [1.897, 3.269, 3.086], [0.304, 4.017, 3.347], [-0.600, 1.142, 0.200], [-2.307, 1.260, 3.765], [-2.493, 0.618, 6.149], [-0.873, -3.276, 5.227], [-0.770, -2.652, 2.801], [5.789, -1.621, -4.291], [5.233, -0.426, -3.686], [3.993, -0.512, -3.137], [3.464, 0.656, -2.532], [2.184, 0.656, -2.029], [1.356, -0.487, -2.131], [-0.053, -0.412, -1.871], [-0.899, -1.567, -1.659], [-2.253, -1.201, -1.972], [-3.251, -2.159, -2.019], [-2.907, -3.496, -1.774], [-1.602, -3.845, -1.387], [-0.600, -2.876, -1.291], [-2.267, 0.211, -2.326], [-0.910, 0.696, -2.280], [-0.624, 1.984, -2.740], [-1.665, 2.766, -3.249], [-2.988, 2.285, -3.281], [-3.295, 1.010, -2.796], [1.930, -1.673, -2.659], [3.216, -1.694, -3.165], [6.789, -1.319, -4.603], [5.848, -2.449, -3.565], [5.193, -1.939, -5.162], [4.085, 1.547, -2.494], [1.789, 1.542, -1.538], [-4.269, -1.845, -2.252], [-3.661, -4.275, -1.878], [-1.362, -4.882, -1.147], [0.392, -3.106, -0.906], [0.391, 2.366, -2.705], [-1.443, 3.763, -3.628], [-3.773, 2.906, -3.710], [-4.308, 0.609, -2.798], [1.336, -2.582, -2.734], [3.614, -2.610, -3.610]], "mulliken_charge": [-1.25, -0.19, -0.24, -0.05, -0.36, 0.17, -0.59, 0.51, -0.13, -0.46, -0.16, 0.92, -0.60, -0.60, -0.42, -0.49, -0.69, 0.39, 0.29, 0.29, 0.32, 0.30, 0.60, 0.41, 0.43, 0.45, 0.39, -0.81, -0.43, 0.92, -1.05, -0.23, 0.25, 0.46, -0.43, 0.15, -0.34, -0.68, -1.17, 0.23, -0.04, 1.23, 0.07, -1.00, -0.66, -0.68, -0.92, -0.75, 0.25, 0.33, 0.35, 0.45, 0.65, 0.42, 0.41, 0.40, 0.85, 0.30, 0.41, 0.40, 0.45, 0.55, 0.39]}

=====

{"formula": "C31H26AsCaN13OS4Se2", "method": "wB97M-V/def2-TZVPD", "energy_ha": -11293.34676, "homo_energy_ha": -0.070, "charge": -2, "homo_lumo_gap_ev": 4.7, "elements": ["Ca", "C", "C", "C", "C", "C", "C", "N", "N", "C", "C", "C", "C", "C", "N", "H", "H", "H", "H", "H", "H", "H", "H", "H", "Se", "N", "C", "C", "C", "C", "C", "N", "C", "C", "N", "C", "C", "C", "C", "C", "N", "H", "H", "H", "H", "H", "H", "S", "As", "S", "S", "S", "Se", "C", "N", "C", "N", "C", "C", "O", "N", "C", "N", "H", "H", "H", "H", "H", "H", "H", "N", "C", "C", "C", "N", "H", "H", "H", "H"], "xyz": [[1.023, -0.293, 0.508], [-4.198, 2.874, 1.085], [-2.934, 3.373, 0.783], [-1.798, 2.623, 1.022], [-1.871, 1.329, 1.591], [-3.154, 0.856, 1.938], [-4.282, 1.615, 1.673], [-0.702, 0.643, 1.746], [-0.790, -0.418, 2.694], [-0.932, -1.735, 2.303], [-1.155, -2.743, 3.266], [-1.267, -4.037, 2.841], [-1.167, -4.341, 1.479], [-0.934, -3.299, 0.617], [-0.816, -2.017, 0.999], [-5.088, 3.456, 0.885], [-2.833, 4.369, 0.359], [-0.814, 3.030, 0.807], [-3.248, -0.117, 2.402], [-5.255, 1.211, 1.934], [-1.166, -2.490, 4.315], [-1.411, -4.823, 3.572], [-1.241, -5.352, 1.104], [-0.818, -3.495, -0.443], [-3.676, 5.326, -2.931], [-3.981, 3.587, -2.651], [-2.831, 3.034, -2.393], [-2.665, 1.617, -2.093], [-3.743, 0.733, -2.065], [-3.499, -0.593, -1.803], [-2.188, -0.995, -1.560], [-1.153, -0.165, -1.559], [-1.389, 1.127, -1.819], [-0.221, 2.032, -1.814], [0.952, 1.498, -1.471], [2.042, 2.248, -1.520], [2.016, 3.594, -1.876], [0.801, 4.171, -2.172], [-0.347, 3.382, -2.151], [-1.676, 3.914, -2.425], [-1.909, 5.168, -2.693], [-4.740, 1.109, -2.253], [-4.284, -1.335, -1.795], [-1.986, -2.039, -1.378], [2.969, 1.754, -1.251], [2.932, 4.169, -1.883], [0.713, 5.221, -2.419], [3.107, 0.498, 5.146], [1.917, -1.100, 4.456], [2.368, -1.783, 2.441], [-0.214, -0.046, 4.266], [1.570, -2.703, 5.785], [-0.259, -5.298, -3.967], [-1.723, -4.427, -3.313], [-2.645, -3.855, -2.899], [3.142, -4.612, -2.262], [3.223, -3.253, -1.789], [4.426, -2.650, -1.257], [3.956, -1.218, -0.986], [4.673, -0.303, -0.640], [2.608, -1.154, -1.229], [2.246, -2.331, -1.760], [1.011, -2.535, -2.204], [3.641, -5.271, -1.549], [3.616, -4.725, -3.241], [2.103, -4.928, -2.348], [5.251, -2.668, -1.971], [4.740, -3.116, -0.319], [0.388, -1.736, -2.195], [0.737, -3.359, -2.739], [1.609, 2.319, 2.410], [2.365, 3.207, 3.064], [3.616, 3.176, 2.486], [3.522, 2.185, 1.500], [2.298, 1.676, 1.457], [0.675, 1.958, 2.616], [1.977, 3.750, 3.908], [4.487, 3.734, 2.783], [4.283, 1.788, 0.844]], "mulliken_charge": [1.35, -0.88, -0.36, -0.35, -0.09, -0.34, -0.72, -0.13, 0.55, 0.17, -1.07, -0.47, -1.25, -0.18, 0.77, 0.36, 0.41, 0.49, 0.40, 0.37, 0.58, 0.38, 0.45, 0.29, 0.14, -0.92, 0.38, 0.95, -0.57, -1.27, 0.20, 0.40, -0.41, -0.55, 0.13, -0.06, -1.11, -0.75, 0.67, 1.37, -0.97, 0.47, 0.48, 0.13, 0.30, 0.47, 0.50, -0.56, 0.36, -0.37, -0.36, -0.59, -0.43, 0.19, -0.58, -0.90, 0.15, -0.55, 0.05, -0.64, -0.09, 0.47, 0.07, 0.32, 0.27, 0.23, 0.34, 0.34, -0.04, -0.19, 0.01, -0.53, -0.93, -0.52, 0.63, -0.12, 0.47, 0.37, 0.40]}

=====

{"formula": "C31H26AsF9O3TeW", "method": "wB97M-V/def2-TZVPD", "energy_ha": -4892.31169, "homo_energy_ha": [-0.241, -0.245], "charge": 0, "homo_lumo_gap_ev": [6.5, 6.6], "elements": ["W", "F", "C", "F", "F", "C", "O", "C", "F", "F", "F", "C", "F", "F", "F", "O", "C", "C", "C", "C", "C", "C", "Te", "C", "C", "C", "H", "H", "H", "H", "H", "H", "H", "H", "H", "H", "H", "O", "As", "C", "C", "C", "C", "C", "C", "C", "C", "C", "C", "C", "C", "C", "C", "C", "C", "C", "C", "H", "H", "H", "H", "H", "H", "H", "H", "H", "H", "H", "H", "H", "H", "H"], "xyz": [[-0.282, 0.183, 1.174], [0.141, -0.380, -3.566], [0.721, -1.351, -2.859], [1.853, -1.698, -3.490], [-0.100, -2.403, -2.881], [0.982, -0.891, -1.398], [-0.169, -0.535, -0.808], [1.923, 0.351, -1.395], [1.396, 1.370, -2.063], [2.015, 0.771, -0.087], [3.157, 0.150, -1.836], [1.682, -2.049, -0.619], [0.917, -3.139, -0.572], [1.879, -1.657, 0.659], [2.871, -2.402, -1.111], [-1.885, 0.634, 1.268], [4.292, 6.207, 3.909], [3.439, 4.972, 3.801], [3.988, 3.747, 3.447], [3.213, 2.596, 3.339], [3.891, 1.311, 2.943], [1.836, 2.673, 3.602], [0.674, 0.871, 3.569], [1.260, 3.900, 3.953], [-0.207, 4.094, 4.244], [2.078, 5.025, 4.049], [5.334, 5.987, 3.679], [4.251, 6.628, 4.916], [3.951, 6.982, 3.218], [5.052, 3.681, 3.244], [4.958, 1.475, 2.791], [3.466, 0.906, 2.023], [3.756, 0.543, 3.706], [-0.774, 3.172, 4.143], [-0.632, 4.831, 3.559], [-0.345, 4.472, 5.259], [1.624, 5.974, 4.324], [-0.504, -1.734, 1.907], [-0.865, -3.169, 2.642], [0.688, -3.796, 3.573], [1.176, -2.881, 4.504], [2.314, -3.186, 5.233], [2.957, -4.401, 5.040], [2.468, -5.311, 4.115], [1.332, -5.012, 3.375], [-1.635, -4.274, 1.276], [-2.692, -3.646, 0.618], [-3.329, -4.286, -0.431], [-2.917, -5.554, -0.821], [-1.868, -6.179, -0.164], [-1.222, -5.541, 0.886], [-2.231, -2.791, 3.927], [-2.665, -1.479, 4.072], [-3.654, -1.198, 5.007], [-4.193, -2.216, 5.779], [-3.752, -3.526, 5.627], [-2.767, -3.817, 4.698], [0.694, -1.920, 4.643], [2.696, -2.469, 5.947], [3.845, -4.637, 5.611], [2.972, -6.255, 3.960], [0.974, -5.728, 2.654], [-3.001, -2.647, 0.908], [-4.141, -3.793, -0.947], [-3.413, -6.054, -1.643], [-1.544, -7.164, -0.471], [-0.402, -6.043, 1.375], [-2.237, -0.687, 3.470], [-3.996, -0.179, 5.130], [-4.962, -1.990, 6.507], [-4.175, -4.316, 6.233], [-2.420, -4.838, 4.579]], "mulliken_charge": [0.79, -0.24, 0.46, -0.25, -0.22, 0.75, -1.00, 0.48, -0.27, -0.03, -0.25, 0.71, -0.23, -0.21, -0.27, -0.66, -1.48, 0.71, -1.00, 0.72, -1.36, -0.07, -0.01, 0.92, -1.75, -0.66, 0.34, 0.33, 0.34, 0.22, 0.37, 0.07, 0.33, 0.21, 0.36, 0.36, 0.40, 1.37, 0.43, 0.75, -0.53, -0.92, -0.46, -0.82, -0.21, 0.79, -0.56, -0.88, -0.43, -0.86, -0.18, 0.32, 0.02, -0.85, -0.48, -0.70, -0.45, 0.32, 0.44, 0.39, 0.42, 0.31, 0.35, 0.42, 0.40, 0.42, 0.38, 0.29, 0.45, 0.39, 0.40, 0.38]}